# 1
C2F2INO2 | ωB97M-V/def2-TZVPD

Calculated values
ΔE to the lowest compared entry with this formula, charge and spin = 4.527 eV
Strongest force on any atom = 2.90 eV/A
2S+1 = 1
Frontier orbital gap (alpha / beta) = 7.12 / 7.13 eV

Last column: natural (NBO) charge in e.
Element x y z (Å)
C  0.64392  -0.21695  0.50581  0.4300
C  -0.49828  -0.93987  -0.16251  0.5088
N  0.79919  1.75742  -0.76810  0.2304
O  1.12585  -0.33684  1.56688  -0.4593
O  1.16971  2.64639  -0.15441  -0.1651
F  -0.74898  -2.15029  0.31480  -0.3115
F  -0.27691  -1.17021  -1.49763  -0.3237
I  -2.21450  0.41035  0.19516  0.0905


# 2
C2F2INO2 | ωB97M-V/def2-TZVPD

Calculated values
ΔE to the lowest compared entry with this formula, charge and spin = 4.298 eV
Strongest force on any atom = 2.62 eV/A
2S+1 = 1
Frontier orbital gap (alpha / beta) = 7.57 / 7.60 eV

Last column: natural (NBO) charge in e.
Element x y z (Å)
C  0.22770  0.51206  -0.05899  0.4427
C  -0.73785  -0.42592  0.71491  0.4516
N  1.66054  -0.28741  -1.53444  0.2448
O  0.34259  1.63736  0.19057  -0.4687
O  2.12361  0.62160  -2.03646  -0.1576
F  -0.36598  -0.23927  2.01345  -0.3297
F  -0.52869  -1.69621  0.55293  -0.3150
I  -2.72192  -0.12222  0.15803  0.1319